(1)
DFT (ωB97M-V with the def2-TZVPD basis set) results for 5 unconnected molecules or ions with the total composition C26H61IO13Si.

Element x y z (Å)
O  2.724  -0.689  3.945
C  3.105  -0.251  2.901
I  1.825  -0.142  1.166
C  4.499  0.213  2.656
Si  5.599  -1.345  2.448
H  4.794  0.801  3.511
H  4.569  0.802  1.756
H  4.751  -2.550  2.424
H  6.277  -1.241  1.143
H  6.544  -1.388  3.576
C  -0.687  2.124  -2.090
O  -0.515  0.759  -2.400
C  -1.085  -0.135  -1.462
C  -1.786  -1.300  -2.125
O  -2.987  -0.983  -2.809
C  -2.925  -0.257  -4.028
C  -2.365  -1.014  -5.212
O  -0.968  -1.223  -5.112
C  -0.539  -2.497  -5.537
H  0.016  2.445  -1.313
H  -0.491  2.692  -2.999
H  -1.711  2.338  -1.765
H  -1.789  0.384  -0.804
H  -0.275  -0.540  -0.840
H  -2.094  -1.975  -1.322
H  -1.103  -1.864  -2.762
H  -2.420  0.701  -3.900
H  -3.969  -0.039  -4.264
H  -2.561  -0.416  -6.112
H  -2.896  -1.966  -5.314
H  -1.174  -3.291  -5.130
H  0.474  -2.645  -5.164
H  -0.525  -2.570  -6.630
C  2.458  2.389  11.712
O  1.735  1.561  10.830
C  0.572  2.157  10.286
C  0.406  1.866  8.810
O  1.338  2.504  7.956
C  2.668  2.020  7.881
C  2.846  0.717  7.132
O  2.333  -0.386  7.856
C  1.637  -1.327  7.065
H  1.973  2.445  12.694
H  3.448  1.954  11.835
H  2.572  3.401  11.309
H  0.585  3.242  10.437
H  -0.304  1.752  10.810
H  -0.560  2.286  8.521
H  0.357  0.792  8.624
H  3.134  1.973  8.867
H  3.202  2.784  7.310
H  3.923  0.560  6.982
H  2.372  0.796  6.149
H  0.955  -0.836  6.364
H  1.048  -1.949  7.738
H  2.327  -1.966  6.506
C  2.171  3.195  -5.482
O  2.157  4.384  -6.242
C  1.161  4.423  -7.246
C  0.455  5.760  -7.307
O  -0.396  6.047  -6.210
C  0.166  6.412  -4.962
C  0.752  7.805  -4.891
O  1.958  7.920  -5.624
C  2.090  9.127  -6.340
H  2.643  2.376  -6.035
H  2.747  3.387  -4.578
H  1.158  2.899  -5.190
H  0.417  3.635  -7.087
H  1.638  4.247  -8.219
H  -0.217  5.717  -8.168
H  1.161  6.571  -7.493
H  0.884  5.668  -4.610
H  -0.680  6.395  -4.270
H  0.966  8.024  -3.836
H  0.008  8.526  -5.245
H  1.172  9.375  -6.883
H  2.891  8.993  -7.065
H  2.352  9.959  -5.676
C  -3.897  -8.476  2.005
O  -3.621  -7.237  1.391
C  -2.245  -6.985  1.171
C  -1.979  -6.374  -0.187
O  -2.172  -7.238  -1.293
C  -3.487  -7.557  -1.713
C  -4.230  -6.445  -2.420
O  -4.611  -5.409  -1.536
C  -4.440  -4.108  -2.058
H  -3.685  -8.443  3.079
H  -4.956  -8.684  1.863
H  -3.320  -9.287  1.548
H  -1.661  -7.905  1.270
H  -1.895  -6.277  1.934
H  -0.913  -6.133  -0.213
H  -2.521  -5.434  -0.309
H  -4.083  -7.969  -0.897
H  -3.350  -8.356  -2.446
H  -5.138  -6.876  -2.864
H  -3.605  -6.056  -3.232
H  -3.469  -4.002  -2.552
H  -4.475  -3.406  -1.226
H  -5.238  -3.856  -2.764

Output
2S+1   1
SMILES string   O=C(I)C[SiH3].COCCOCCOC.COCCOCCOC.COCCOCCOC.COCCOCCOC
Lowest unoccupied orbital energy   0.4 eV
HOMO energy   -9.010 eV

(2)
DFT (ωB97M-V with the def2-TZVPD basis set) results for a molecular structure, C19H24F6N4O2PPt.

Element x y z (Å)
Pt  0.962  0.200  -0.002
C  1.272  -1.445  4.856
C  2.313  -1.918  3.828
C  2.213  -1.147  2.596
N  2.135  -0.545  1.630
H  1.335  -2.068  5.747
H  0.268  -1.530  4.442
H  1.449  -0.409  5.139
H  2.145  -2.963  3.563
H  3.327  -1.818  4.215
F  1.032  -2.288  -0.404
P  -0.388  -3.006  0.081
F  -1.788  -3.612  0.548
F  -1.115  -1.538  -0.200
F  -0.087  -2.502  1.600
F  -0.667  -3.412  -1.439
F  0.395  -4.361  0.359
C  -0.491  1.622  -3.821
C  -1.055  0.229  -3.507
C  0.068  -0.795  -3.285
C  -2.077  0.238  -2.385
C  -3.317  -0.287  -2.635
C  -4.330  -0.279  -1.670
C  -4.123  0.306  -0.413
C  -2.922  0.860  -0.073
C  -2.764  1.471  1.305
C  -1.825  0.676  2.220
C  -2.370  2.957  1.254
C  -1.837  0.810  -1.057
O  -0.714  1.305  -0.747
H  0.079  1.581  -4.751
H  0.172  1.967  -3.029
H  -1.292  2.354  -3.945
H  -1.610  -0.105  -4.386
H  0.753  -0.470  -2.511
H  0.653  -0.901  -4.201
H  -0.323  -1.774  -3.007
H  -3.512  -0.718  -3.611
H  -5.293  -0.717  -1.903
H  -4.931  0.315  0.310
H  -3.755  1.406  1.758
H  -0.800  0.701  1.858
H  -2.124  -0.371  2.299
H  -1.825  1.125  3.215
H  -1.348  3.080  0.901
H  -2.444  3.389  2.254
H  -3.038  3.515  0.592
N  5.145  -0.105  -1.129
C  4.000  0.508  -0.773
O  2.904  -0.003  -1.137
C  4.103  1.721  -0.002
C  2.859  2.190  0.402
N  1.718  2.255  0.614
C  5.347  2.285  0.359
N  6.394  2.710  0.600
H  5.087  -0.955  -1.659
H  6.039  0.263  -0.859

Output
2S+1   4
Lowest unoccupied orbital energy (alpha / beta)   0.3 / -2.9 eV
HOMO energy (alpha / beta)   -8.493 / -8.493 eV

(3)
DFT (ωB97M-V with the def2-TZVPD basis set) results for 2 unconnected molecules or ions with the total composition C4H10FN2.

Element x y z (Å)
C  -0.518  -1.879  -0.013
C  0.075  -0.957  0.705
C  0.729  0.609  -1.398
C  0.636  0.257  0.060
N  -1.719  1.473  1.234
N  1.871  -0.092  -0.971
F  1.126  1.125  0.951
H  -0.916  -2.637  0.651
H  -1.146  -1.831  -0.917
H  0.589  -1.255  1.636
H  0.901  1.563  -1.757
H  0.102  0.010  -2.014
H  -2.085  0.549  1.405
H  -2.036  2.201  1.946
H  2.724  0.358  -0.609
H  -2.283  1.627  0.421
H  1.947  -1.120  -1.329

Output
2S+1   1
Energy above the lowest of the compared OMol25 structures with the same formula, charge and spin   51.6 kcal/mol
Lowest unoccupied orbital energy   -3.7 eV
HOMO energy   -13.823 eV
Charge   +1

(4)
DFT (ωB97M-V with the def2-TZVPD basis set) results for 2 unconnected molecules or ions with the total composition C10H15FO7PS.

Element x y z (Å)
O  -0.812  1.611  -3.523
S  -0.866  0.474  -2.432
O  -1.687  -0.756  -2.886
O  -1.681  1.156  -1.070
C  0.913  0.119  -1.964
C  1.244  -1.450  -1.623
C  1.707  -2.341  -2.923
C  0.499  -3.178  -3.650
P  -0.395  -4.435  -2.484
F  -1.522  -3.625  -1.416
H  -2.011  0.359  -0.529
H  1.665  0.447  -2.830
H  1.197  0.756  -1.013
H  0.370  -1.953  -0.986
H  2.180  -1.441  -0.882
H  2.301  -1.698  -3.734
H  2.499  -3.150  -2.549
H  -0.270  -2.481  -4.238
H  1.010  -3.846  -4.497
H  0.573  -5.119  -1.654
H  -1.022  -5.411  -3.339
C  -0.175  2.309  4.980
C  -0.218  1.270  4.145
C  -0.455  1.458  2.687
O  -0.471  0.485  1.941
C  -0.668  2.828  2.194
C  -0.628  3.867  3.030
C  -0.364  3.681  4.484
O  -0.315  4.657  5.224
O  -0.830  5.157  2.575
O  -0.044  -0.023  4.604
H  -0.002  2.187  6.042
H  -0.856  2.949  1.135
H  -0.750  5.730  3.369
H  -0.118  -0.595  3.809

Output
2S+1   1
Lowest unoccupied orbital energy   -5.5 eV
HOMO energy   -11.766 eV
Charge   +1

(5)
DFT (ωB97M-V with the def2-TZVPD basis set) results for a single C11H11N5O molecule.

Element x y z (Å)
C  -5.747  -1.156  0.296
C  -4.548  -0.305  0.100
C  -3.207  -0.549  0.294
C  -2.556  0.655  -0.063
C  -1.112  0.977  -0.017
O  -0.670  2.089  0.157
N  -0.336  -0.150  -0.184
N  1.003  -0.306  -0.185
C  1.827  0.648  0.010
C  3.253  0.359  -0.008
C  3.751  -0.927  -0.242
C  5.119  -1.119  -0.244
C  5.949  -0.031  -0.014
C  5.358  1.206  0.208
N  4.055  1.401  0.212
N  -3.445  1.558  -0.449
N  -4.626  0.970  -0.352
H  -6.433  -0.694  1.005
H  -5.453  -2.129  0.679
H  -6.277  -1.297  -0.646
H  -2.770  -1.450  0.675
H  -0.810  -1.025  -0.366
H  1.558  1.683  0.192
H  3.059  -1.735  -0.415
H  5.537  -2.100  -0.422
H  7.022  -0.137  -0.008
H  5.960  2.087  0.392
H  -5.460  1.479  -0.604

Output
2S+1   1
SMILES string   Cc1cc(C(=O)N/N=C/c2ccccn2)n[nH]1
Lowest unoccupied orbital energy   0.4 eV
HOMO energy   -8.599 eV

(6)
DFT (ωB97M-V with the def2-TZVPD basis set) results for 12 unconnected molecules or ions with the total composition C22H54F2N2O11.

Element x y z (Å)
C  1.596  3.212  2.817
C  0.484  2.161  3.393
F  1.028  0.855  3.651
C  -0.784  2.180  2.405
C  -0.950  0.890  1.478
C  -2.408  0.312  1.365
C  -2.713  -0.920  0.452
C  -1.532  -1.552  -0.309
F  -1.822  -2.705  -1.141
C  -0.034  -1.032  -0.237
N  0.932  -1.764  -1.015
C  2.205  -1.148  -0.819
C  2.525  0.115  0.032
N  1.526  0.803  0.777
C  0.223  0.204  0.659
H  2.594  2.711  2.579
H  1.760  4.052  3.596
H  1.235  3.747  1.865
H  0.134  2.636  4.390
H  -1.723  2.233  3.085
H  -0.838  3.144  1.765
H  -3.281  0.781  1.937
H  -3.783  -1.301  0.357
H  3.098  -1.643  -1.358
H  3.611  0.486  0.081
C  -2.864  -3.965  2.434
O  -3.693  -3.071  3.164
H  -1.901  -3.486  2.253
H  -2.710  -4.880  3.011
H  -3.335  -4.202  1.476
H  -4.536  -3.519  3.310
C  0.280  0.270  6.648
O  -0.545  1.169  7.379
H  1.247  0.742  6.473
H  0.423  -0.647  7.223
H  -0.189  0.041  5.689
H  -1.393  0.727  7.520
C  -3.229  1.299  -3.323
O  -3.352  0.354  -2.270
H  -3.942  2.107  -3.158
H  -2.216  1.708  -3.333
H  -3.446  0.814  -4.279
H  -2.711  -0.349  -2.440
C  1.271  -3.701  5.388
O  0.139  -3.201  6.083
H  1.993  -4.075  6.115
H  0.967  -4.516  4.727
H  1.729  -2.898  4.804
H  -0.483  -2.876  5.418
C  -4.400  -4.431  -2.893
O  -3.804  -3.144  -2.883
H  -5.473  -4.321  -3.050
H  -3.975  -5.028  -3.704
H  -4.224  -4.926  -1.934
H  -2.857  -3.270  -2.742
C  -6.465  -0.121  2.012
O  -5.674  0.893  1.410
H  -5.942  -0.500  2.891
H  -7.429  0.295  2.317
H  -6.619  -0.938  1.303
H  -6.158  1.211  0.637
C  3.385  -2.041  -4.532
O  2.554  -1.149  -3.803
H  4.347  -1.559  -4.710
H  3.540  -2.956  -3.954
H  2.917  -2.280  -5.490
H  1.710  -1.599  -3.658
C  -2.792  5.102  -3.618
O  -2.211  4.105  -4.442
H  -3.821  4.818  -3.391
H  -2.226  5.183  -2.687
H  -2.789  6.060  -4.143
H  -1.303  4.383  -4.626
C  -0.825  7.835  -6.295
O  -1.083  6.466  -6.018
H  -0.572  8.341  -5.363
H  0.013  7.919  -6.991
H  -1.717  8.297  -6.726
H  -1.304  6.042  -6.858
C  6.675  -1.692  -2.057
O  5.538  -1.197  -1.360
H  7.402  -2.057  -1.331
H  6.375  -2.513  -2.713
H  7.124  -0.887  -2.645
H  4.912  -0.881  -2.026
C  9.310  -2.075  0.992
O  9.392  -2.063  -0.426
H  8.597  -2.841  1.297
H  10.290  -2.305  1.416
H  8.968  -1.100  1.349
H  10.028  -1.378  -0.669

Output
2S+1   1
SMILES string   C[C@H](F)Cc1ccc(F)c2nccnc12.CO.CO.CO.CO.CO.CO.CO.CO.CO.CO.CO
Energy above the lowest of the compared OMol25 structures with the same formula, charge and spin   148.0 kcal/mol
Lowest unoccupied orbital energy   -0.6 eV
HOMO energy   -8.128 eV

(7)
DFT (ωB97M-V with the def2-TZVPD basis set) results for a molecular structure, C44H62AsBrNO3P3RbS2.

Element x y z (Å)
Rb  0.000  0.000  0.000
C  4.601  -0.323  -1.792
C  4.545  0.918  -0.889
P  2.836  1.472  -0.478
C  2.421  2.743  -1.717
C  2.983  2.770  -3.001
C  2.615  3.748  -3.932
C  1.665  4.710  -3.599
C  1.078  4.689  -2.339
C  1.447  3.710  -1.411
C  3.165  2.455  1.021
C  3.933  3.628  1.014
C  4.169  4.332  2.197
C  3.648  3.869  3.403
C  2.888  2.702  3.427
C  2.649  2.000  2.243
C  4.337  -1.645  -1.056
P  2.557  -1.978  -0.712
C  2.022  -2.715  -2.289
C  2.110  -4.080  -2.591
C  1.695  -4.571  -3.833
C  1.184  -3.704  -4.794
C  1.082  -2.345  -4.512
C  1.495  -1.857  -3.270
C  2.578  -3.365  0.462
C  1.447  -3.551  1.275
C  1.403  -4.573  2.228
C  2.490  -5.428  2.381
C  3.618  -5.262  1.583
C  3.662  -4.236  0.633
H  5.626  -0.380  -2.182
H  3.949  -0.217  -2.666
H  5.101  1.737  -1.360
H  5.082  0.693  0.040
H  3.715  2.030  -3.311
H  3.067  3.752  -4.920
H  1.378  5.467  -4.323
H  0.328  5.429  -2.073
H  0.960  3.713  -0.437
H  4.353  4.010  0.086
H  4.762  5.243  2.176
H  3.833  4.417  4.323
H  2.482  2.335  4.366
H  2.057  1.087  2.286
H  4.895  -1.638  -0.112
H  4.749  -2.463  -1.657
H  2.500  -4.792  -1.870
H  1.771  -5.635  -4.046
H  0.861  -4.087  -5.758
H  0.678  -1.662  -5.255
H  1.398  -0.790  -3.074
H  0.586  -2.892  1.178
H  0.521  -4.694  2.850
H  2.457  -6.222  3.123
H  4.468  -5.930  1.699
H  4.559  -4.142  0.028
C  -4.957  -0.965  4.009
C  -3.581  -0.582  4.543
O  -3.438  0.760  4.365
P  -1.818  1.167  3.601
S  0.565  1.587  2.653
S  -2.853  0.290  1.296
O  -1.962  2.837  4.181
C  -3.040  3.494  3.553
C  -4.063  3.894  4.608
H  -5.126  -2.056  4.127
H  -5.026  -0.706  2.930
H  -5.747  -0.412  4.561
H  -2.830  -1.203  4.009
H  -3.526  -0.838  5.628
H  -3.561  2.901  2.768
H  -2.649  4.402  3.054
H  -4.467  2.996  5.124
H  -4.906  4.432  4.129
H  -3.592  4.557  5.364
C  0.995  -3.048  3.890
C  0.025  -2.904  2.736
O  0.299  -1.708  2.022
H  0.806  -3.970  4.446
H  0.910  -2.199  4.576
H  2.027  -3.060  3.525
H  -1.010  -2.873  3.092
H  0.127  -3.745  2.044
H  0.101  -0.947  2.629
C  -1.952  -3.595  -3.874
C  -2.882  -3.312  -2.703
As  -1.880  -2.476  -1.211
C  -0.997  -4.131  -0.569
C  -0.280  -3.875  0.748
C  -3.358  -2.322  0.122
C  -4.242  -3.556  0.267
H  -2.530  -4.045  -4.708
H  -1.154  -4.304  -3.572
H  -1.488  -2.650  -4.226
H  -3.345  -4.264  -2.374
H  -3.677  -2.612  -3.033
H  -0.249  -4.446  -1.326
H  -1.732  -4.951  -0.450
H  0.474  -3.070  0.618
H  0.237  -4.801  1.078
H  -1.005  -3.574  1.531
H  -3.996  -1.466  -0.185
H  -2.908  -2.077  1.107
H  -4.761  -3.783  -0.685
H  -5.019  -3.355  1.033
H  -3.653  -4.431  0.600
Br  -3.012  6.538  -1.950
C  -2.235  4.865  -1.444
C  -2.603  3.625  -2.166
C  -2.045  2.461  -1.794
N  -1.109  2.420  -0.715
C  -0.771  3.488  -0.068
C  -1.353  4.801  -0.434
H  -3.314  3.656  -2.986
H  -2.304  1.544  -2.313
H  -0.057  3.421  0.746
H  -1.067  5.695  0.112
H  -0.106  0.174  -2.564

Output
2S+1   2
Lowest unoccupied orbital energy (alpha / beta)   3.6 / 3.6 eV
HOMO energy (alpha / beta)   -0.442 / -0.442 eV
Charge   -2

(8)
DFT (ωB97M-V with the def2-TZVPD basis set) results for a molecular structure, C11H4F6MnNO8.

Element x y z (Å)
Mn  0.405  0.494  -0.115
O  -2.194  -2.327  -1.563
C  -1.221  -1.634  -1.058
O  -0.951  -0.478  -1.362
C  -0.341  -2.307  -0.082
C  -0.322  -3.612  0.337
C  0.713  -4.006  1.189
C  1.694  -3.104  1.564
C  1.594  -1.806  1.091
N  0.594  -1.443  0.314
C  2.532  -0.649  1.280
O  3.524  -0.689  1.928
O  2.100  0.399  0.553
H  -2.713  -1.804  -2.201
H  -1.079  -4.307  0.001
H  0.757  -5.027  1.542
H  2.525  -3.375  2.203
F  -1.901  2.908  -0.541
C  -2.723  2.206  0.264
F  -3.643  3.009  0.744
F  -3.311  1.266  -0.501
C  -1.933  1.521  1.392
O  -2.193  1.670  2.539
O  -1.009  0.675  0.931
F  0.566  4.655  -1.811
C  1.535  3.747  -1.804
F  2.588  4.215  -1.153
F  1.866  3.430  -3.043
C  1.010  2.500  -1.069
O  0.745  1.410  -1.718
O  0.786  2.463  0.148

Output
2S+1   2
Energy above the lowest of the compared OMol25 structures with the same formula, charge and spin   20.2 kcal/mol
Lowest unoccupied orbital energy (alpha / beta)   -7.3 / -6.7 eV
HOMO energy (alpha / beta)   -14.519 / -14.555 eV
Charge   +1

(9)
DFT (ωB97M-V with the def2-TZVPD basis set) results for a single C2H2N2O2S molecule.

Element x y z (Å)
O  1.976  0.171  -0.166
N  0.664  -0.023  0.365
C  -0.115  -1.046  -0.141
N  -1.292  -0.682  -0.398
C  -1.292  0.676  -0.227
S  -2.568  1.674  -0.096
O  -0.069  1.090  0.200
H  2.543  0.290  0.580
H  0.152  -2.148  -0.117

Output
2S+1   1
SMILES string   On1cnc(=S)o1
Energy above the lowest of the compared OMol25 structures with the same formula, charge and spin   80.9 kcal/mol
Lowest unoccupied orbital energy   -0.6 eV
HOMO energy   -8.901 eV

Which value of 2S+1 does entry 7 give? 2